Below is a structure of composition C13H37GaO9P3 in a non-equilibrium geometry, with properties calculated with the ωB97M-V functional and the def2-TZVPD basis.

Calculated values
* frontier orbital gap: 5.4 eV
* largest force on an atom: 0.065 Eh/bohr

The geometry in ORCA input format:
```
! wB97M-V def2-TZVPD RIJCOSX def2/J DEFGRID3
* xyz -1 1
C 1.52 0.98 5.38
P 2.35 -0.65 5.16
O 3.98 -0.35 5.55
Ga 2.30 -1.06 2.81
H 0.53 0.86 4.93
H 2.03 1.81 4.88
H 1.37 1.22 6.44
H 4.13 0.60 5.57
H 0.79 -1.32 2.33
H 3.21 -2.36 2.57
H 2.94 0.24 2.08
O -3.86 -1.19 3.55
P -4.23 -1.48 2.16
O -3.26 -2.51 1.44
C -3.03 -3.81 2.00
C -4.24 -4.71 1.90
O -3.91 -0.20 1.24
C -3.36 1.00 1.79
C -1.86 1.03 1.59
O -5.66 -1.85 1.62
C -6.48 -1.04 0.78
C -6.15 -1.26 -0.68
H -2.70 -3.69 3.04
H -2.20 -4.22 1.44
H -5.06 -4.35 2.53
H -3.98 -5.72 2.23
H -4.61 -4.75 0.88
H -3.62 1.11 2.84
H -3.83 1.83 1.25
H -1.38 0.15 2.01
H -1.42 1.92 2.06
H -1.62 1.05 0.53
H -6.41 0.01 1.05
H -7.51 -1.35 0.98
H -5.10 -1.06 -0.88
H -6.76 -0.61 -1.31
H -6.35 -2.30 -0.96
O 4.09 1.79 -1.14
P 3.69 1.64 -2.54
O 2.65 2.76 -3.02
C 2.99 4.14 -2.88
C 4.09 4.58 -3.83
O 2.74 0.37 -2.72
C 2.39 -0.53 -1.65
C 1.05 -0.18 -1.06
O 4.63 1.46 -3.79
C 4.72 0.29 -4.61
C 3.68 0.31 -5.71
H 3.28 4.34 -1.84
H 2.08 4.70 -3.08
H 5.04 4.10 -3.60
H 4.23 5.66 -3.77
H 3.83 4.31 -4.86
H 3.17 -0.55 -0.88
H 2.36 -1.52 -2.10
H 1.03 0.85 -0.70
H 0.82 -0.84 -0.22
H 0.26 -0.28 -1.81
H 4.66 -0.62 -4.01
H 5.72 0.32 -5.05
H 2.68 0.39 -5.29
H 3.74 -0.61 -6.30
H 3.84 1.16 -6.37
*
```